[1]
# C40H72O36

12 unconnected molecules or ions with the total composition C40H72O36 at a distorted geometry (ωB97M-V with the def2-TZVPD basis set, the OMol25 dataset).

Each line ends with the Mulliken charge.
CARTESIAN COORDINATES (ANGSTROEM)
C: 6.58800 -8.27908 3.61934  -0.575
O: -4.23412 -8.52288 6.64415  -0.307
C: 1.53783 5.57151 -7.43729  0.801
H: -0.60485 -6.62779 6.76977  0.284
H: -8.87561 -3.90346 3.79801  0.368
C: -1.21365 0.62771 -0.67906  0.345
H: -0.91428 4.97645 -8.16156  0.331
H: 4.34002 -4.87864 -14.07812  0.299
H: -8.63960 -3.04483 5.39474  0.348
H: 5.58635 1.64114 6.50510  0.345
H: 3.12721 4.60107 12.34924  0.232
O: -6.88730 -1.41985 4.54041  -0.344
C: 7.70835 2.26902 6.34914  0.366
C: -2.97657 -8.40211 6.82175  0.808
H: -0.29166 3.40925 7.76468  0.294
H: -0.08956 8.68108 -2.57742  0.254
H: 4.87480 3.17699 -1.70923  0.264
O: -0.77033 -1.09435 0.60864  -0.370
H: 3.03405 -6.06381 -14.01924  0.241
H: 7.21005 -7.72211 4.31999  0.279
H: -9.25800 -1.06277 2.52891  0.342
H: -6.08218 -1.04278 -8.49885  0.314
H: 6.29505 1.83257 4.84655  0.412
C: 9.11502 -11.54358 3.74982  -0.654
H: 6.53640 3.61618 -1.64202  0.296
O: 9.14721 -9.63966 1.49023  -0.515
H: -9.92746 5.31179 -2.13805  0.297
H: -3.38176 6.10401 1.36238  0.279
O: -5.35281 -1.59374 -6.61745  -0.256
H: 0.87087 7.86341 -1.48721  0.318
O: -2.48790 -7.36372 6.16978  -0.306
C: 2.66305 -1.94736 -10.12429  -0.643
C: -8.47189 6.21828 -3.57757  -1.272
O: -8.15067 0.21866 3.84196  -0.288
H: 2.15831 -1.18445 -10.71700  0.292
C: -4.89650 -9.71985 6.89624  -0.630
H: -8.23384 7.00370 -2.86023  0.338
C: 8.08130 3.39575 8.32180  0.677
H: 4.65092 6.06968 -6.56130  0.214
O: 7.96341 1.79392 -0.02636  -0.555
H: 2.78204 -4.44883 -14.70979  0.274
H: -9.66815 -1.13950 4.15018  0.295
C: 0.41702 -0.51702 0.27639  0.715
C: -0.83163 5.69611 -7.34708  -0.637
H: -1.53635 1.50820 -0.12347  0.275
C: -9.20902 5.02169 -2.90473  0.408
O: -7.89548 1.81533 -2.29869  -0.572
H: -2.42712 7.08308 2.40706  0.323
H: -10.96658 4.16662 -3.83442  0.303
O: 1.62693 4.74635 -8.40955  -0.612
H: 8.45835 -2.04265 -0.32826  0.213
H: -7.28806 -3.76997 4.68330  0.356
H: 4.03844 6.93958 -7.98386  0.271
O: 6.13001 1.53705 -1.18107  -0.305
C: -6.26701 -0.82635 -7.44666  -0.686
C: 3.36307 -3.34083 -12.06876  0.666
C: 0.73819 3.19001 7.48280  -0.654
O: -2.53729 7.67169 0.36413  -0.315
O: -9.53503 2.78785 -3.46309  -0.314
H: 8.00193 4.12371 5.31364  0.306
H: 9.28184 -12.10686 2.83168  0.312
H: 6.14630 -9.15095 4.10188  0.272
H: 5.56685 3.25399 -0.20068  0.289
H: -3.87358 7.78644 2.00560  0.273
C: -1.51972 0.78263 -2.22891  -1.333
H: 3.61613 -1.57039 -9.75331  0.286
O: 4.04388 -2.44915 -12.61401  -0.535
O: 7.92826 4.35419 7.37901  -0.343
C: 5.81120 2.92595 -1.21101  -0.662
C: 7.40202 3.79567 6.16253  -0.439
H: 8.49590 -12.23071 4.32657  0.256
O: -1.14896 8.26642 -1.07282  -0.303
C: -8.22559 -3.28302 4.41496  -1.394
C: 3.89958 6.06309 -7.35096  -0.639
H: 8.61128 1.90971 5.85546  0.302
O: 8.35278 -10.32859 3.53728  -0.318
O: 2.79717 -3.24495 -10.77981  -0.268
O: -2.33730 -9.20510 7.39571  -0.554
O: 7.49995 -8.49904 2.53964  -0.330
H: -0.56719 -8.10145 5.81516  0.315
O: 1.59646 3.83104 8.50695  -0.314
C: -8.46316 2.81020 -2.70683  0.691
O: 0.13080 0.41905 -0.56535  -0.314
H: -4.49231 -10.52106 6.27754  0.302
H: 9.17160 -0.43692 0.01180  0.297
H: 1.89506 3.24502 12.27106  0.312
H: 5.74437 -7.64498 3.34677  0.251
H: -0.88083 1.61141 -2.53393  0.337
H: -1.28990 6.66599 -7.54050  0.261
C: -3.64658 -4.64535 -6.20749  -0.648
H: 0.47720 9.60080 -1.07054  0.273
H: 0.69969 2.10478 7.57712  0.295
O: 2.85731 -4.53707 -12.60965  -0.268
H: 6.32659 3.90767 6.02466  0.320
H: -7.54834 5.84506 -4.02013  0.326
H: -2.60736 -4.62032 -5.87960  0.236
H: 6.76784 0.47499 5.75149  0.360
O: 7.36177 -0.29333 -0.77228  -0.322
H: -5.99700 0.22458 -7.34302  0.261
O: 7.86090 2.16980 7.75502  -0.362
O: -8.28234 4.09273 -2.26940  -0.356
H: -2.57126 1.03013 -2.37409  0.380
H: -1.32570 5.28992 -6.46447  0.232
O: 2.62154 6.04797 -6.77425  -0.290
O: 0.44379 5.93101 -6.79606  -0.257
H: -7.17960 -2.20059 2.83375  0.287
H: -4.22164 -5.18338 -5.45388  0.300
C: -8.80701 -0.93731 3.51327  -0.426
C: -1.88258 -0.60518 -0.08470  -0.312
H: -2.29465 -1.34626 -0.76960  0.256
C: -9.88214 4.06087 -3.86451  -0.492
C: -1.26809 7.67412 0.09994  0.811
O: 8.36025 3.62218 9.45933  -0.526
C: 3.27055 -5.00540 -13.90999  -0.607
O: 0.38916 3.10018 10.22854  -0.579
H: -9.13484 6.65557 -4.32414  0.357
C: 2.17113 4.25222 11.95895  -0.636
C: 8.43265 -9.48768 2.43844  0.750
C: 0.13256 8.66495 -1.51042  -0.659
H: -5.94463 -9.55036 6.64974  0.207
H: -3.62742 -5.17353 -7.16077  0.304
C: -3.11442 7.14149 1.56308  -0.689
C: 1.33050 3.72811 9.78987  0.807
H: 10.06139 -11.39429 4.26961  0.270
H: -2.56912 -0.28655 0.69968  0.259
H: -9.60744 4.24657 -4.90285  0.287
C: 6.46690 1.51531 5.87511  -1.420
O: -4.05254 -3.28098 -6.23414  -0.271
H: -1.16652 -6.52508 5.09667  0.221
C: -5.16478 -2.89504 -6.85030  0.747
C: -7.03689 -0.04058 4.50535  0.631
H: -7.34790 -0.93006 -7.35179  0.296
H: 2.10934 -1.96784 -9.18562  0.264
H: 4.02529 5.14395 -7.92324  0.326
O: 1.48629 -0.94921 0.71763  -0.587
O: -6.23527 0.80248 4.95403  -0.579
C: -7.80366 -2.03693 3.71232  0.404
O: 2.22759 4.42648 10.48357  -0.310
O: -0.38722 7.30221 0.82417  -0.567
H: -4.82005 -9.99223 7.94888  0.291
H: -1.25000 -0.11227 -2.78971  0.350
H: 1.35571 4.84968 12.36666  0.289
O: -5.90228 -3.62586 -7.58778  -0.598
C: 7.24212 1.07581 -0.65549  0.803
H: 0.89418 3.38682 6.42213  0.263
C: -1.11275 -7.17111 5.97295  -0.632
H: 7.82499 -1.01568 1.03364  0.254
C: 8.26000 -1.03407 0.03437  -0.571

Calculated values
- Energy above the lowest of the compared OMol25 structures with the same formula, charge and spin: 0.0 kcal/mol
- SMILES: C[C@H]1COC(=O)O1.C[C@H]1COC(=O)O1.C[C@H]1COC(=O)O1.C[C@H]1COC(=O)O1.COC(=O)OC.COC(=O)OC.COC(=O)OC.COC(=O)OC.COC(=O)OC.COC(=O)OC.COC(=O)OC.COC(=O)OC

=====

[2]
# C4H9NO3

A single C4H9NO3 molecule at a distorted geometry (ωB97M-V with the def2-TZVPD basis set, the OMol25 dataset).

Each line ends with the Mulliken charge.
CARTESIAN COORDINATES (ANGSTROEM)
H: 0.59855 -1.91172 -1.74602  0.231
H: 2.31723 -1.45326 -0.77328  0.297
H: 1.31042 0.16337 0.80311  0.166
O: -0.75357 1.44408 -1.80918  -0.460
O: 0.48070 -1.89403 0.98087  -0.506
H: -0.92746 0.89546 1.90542  0.226
H: -1.49842 -0.58954 -0.42531  0.460
C: -0.49551 1.29337 -0.70293  0.283
N: -1.34669 0.07521 1.45981  -0.691
H: 1.54351 -0.16043 -1.77796  0.361
H: -0.06298 -1.65076 1.64534  0.391
H: -2.32419 0.16238 1.46988  0.240
C: 1.29579 -1.00486 -1.08155  -1.084
O: -0.12074 2.25256 0.20633  -0.522
C: 0.68004 -0.74520 0.23933  0.066
H: 0.03354 3.12144 -0.51113  0.393
C: -0.73022 0.00193 0.11726  0.149

Calculated values
- Energy above the lowest of the compared OMol25 structures with the same formula, charge and spin: 62.6 kcal/mol
- SMILES: C[C@H](O)[C@@H](N)C(=O)O

=====

What are the gap between HOMO and LUMO values for these records? In order: 10.45 10.01 eV.